[1]
ORCA calculation (wB97M-V/def2-TZVPD) on a molecular structure, C22H23Co2O6Si in a non-equilibrium geometry.

Each line ends with the natural charge from an NBO analysis.
Element x y z (Å)
Co1 -0.894 4.115 -3.853  -0.11
Co2 -2.355 2.108 -4.028  -0.11
Si1 2.235 0.111 0.638  1.66
O1 0.294 6.612 -2.894  -0.54
O2 -1.354 0.055 -5.858  -0.55
O3 -3.238 0.854 -1.559  -0.55
O4 -4.612 2.565 -5.818  -0.53
O5 -1.006 4.952 -6.656  -0.55
O6 -3.604 5.005 -3.169  -0.57
C1 -0.175 5.618 -3.255  0.57
C2 2.049 1.906 0.141  -1.12
C3 3.737 3.412 -4.067  -0.21
C4 2.108 0.485 -2.719  -0.42
C5 3.916 -0.302 1.336  -1.12
C6 -1.718 0.902 -5.156  0.53
C7 4.149 3.995 -6.771  -0.24
C8 -3.695 2.408 -5.136  0.55
C9 -2.973 1.359 -2.568  0.51
C10 1.456 -0.467 -2.008  0.02
C11 -0.991 4.608 -5.553  0.52
C12 -2.704 4.357 -3.522  0.46
C13 -0.594 2.497 -3.126  -0.48
C14 2.050 -1.126 -0.800  -0.90
C15 2.918 3.517 -6.349  -0.15
C16 0.828 -0.310 1.800  -1.12
C17 0.086 -0.903 -2.412  -0.65
C18 0.447 2.909 -3.951  -0.06
C19 1.477 2.429 -4.676  -0.41
C20 2.708 3.167 -5.003  -0.03
C21 4.982 3.880 -4.492  -0.22
C22 5.185 4.184 -5.841  -0.24
H1 2.135 2.512 1.057  0.23
H2 5.794 3.990 -3.769  0.20
H3 4.259 0.538 1.958  0.23
H4 3.851 -1.205 1.964  0.23
H5 -0.097 -1.904 -2.003  0.19
H6 1.207 1.587 -5.360  0.22
H7 -0.692 -0.235 -2.007  0.23
H8 0.889 -1.362 2.117  0.23
H9 -0.143 -0.144 1.311  0.25
H10 4.663 -0.485 0.548  0.24
H11 -0.022 -0.938 -3.506  0.23
H12 2.070 3.378 -7.024  0.20
H13 -0.409 2.173 -2.100  0.19
H14 6.155 4.552 -6.166  0.20
H15 3.534 3.198 -3.014  0.21
H16 0.895 0.336 2.687  0.23
H17 1.825 0.639 -3.757  0.22
H18 2.827 2.237 -0.563  0.24
H19 3.047 0.897 -2.337  0.18
H20 4.290 4.228 -7.823  0.20
H21 1.423 -1.945 -0.401  0.23
H22 3.064 -1.524 -0.991  0.23
H23 1.068 2.116 -0.316  0.26

Results
- Frontier orbital gap: 0.2300 Eh
- Total charge: -1
- E_tot: -4358.54453 a.u.
- Molecular weight: 529.37 u

=====

[2]
ORCA calculation (wB97M-V/def2-TZVPD) on a molecular structure, C25H20ClN3PRu in a non-equilibrium geometry.

Each line ends with the natural charge from an NBO analysis.
Element x y z (Å)
Ru1 0.058 0.704 1.054  0.97
Cl1 -2.173 0.673 0.959  -0.52
P1 -1.063 -1.349 -1.985  1.22
N1 0.924 -0.040 4.312  -0.60
N2 0.507 -0.912 2.075  -0.52
N3 1.771 2.016 5.475  -0.43
C1 2.074 1.166 0.479  -0.35
C2 -2.502 0.923 -2.666  -0.19
C3 1.373 1.067 4.903  0.42
C4 0.711 1.663 -1.305  -0.30
C5 -4.212 -3.812 -2.158  -0.22
C6 -2.400 -2.980 -0.157  -0.19
C7 -2.876 1.588 -4.961  -0.18
C8 0.694 -0.131 3.050  0.42
C9 -3.273 -2.821 -2.449  -0.20
C10 -2.333 -2.457 -1.467  -0.35
C11 2.384 -2.205 -3.968  -0.21
C12 1.491 -4.297 -3.074  -0.23
C13 2.445 -3.603 -3.840  -0.18
C14 -3.339 -3.966 0.130  -0.20
C15 -4.232 -4.388 -0.872  -0.18
C16 0.310 -2.215 -2.706  -0.44
C17 1.793 0.871 -0.880  -0.24
C18 -3.092 1.785 -3.585  -0.20
C19 -2.062 0.541 -5.419  -0.22
C20 1.332 -1.504 -3.381  -0.19
C21 1.205 2.270 0.888  -0.37
C22 -1.475 -0.334 -4.505  -0.19
C23 0.454 -3.601 -2.458  -0.11
C24 -1.724 -0.163 -3.130  -0.42
C25 0.306 2.505 -0.243  -0.31
H1 -4.964 -5.175 -0.658  0.22
H2 -1.886 0.387 -6.488  0.22
H3 -3.728 2.609 -3.239  0.23
H4 -4.915 -4.130 -2.940  0.23
H5 -0.273 -4.108 -1.821  0.22
H6 3.246 -4.154 -4.335  0.22
H7 -2.632 1.060 -1.587  0.26
H8 -0.512 3.244 -0.280  0.25
H9 0.242 1.630 -2.312  0.23
H10 1.550 -5.390 -2.966  0.23
H11 2.902 0.728 1.066  0.26
H12 -3.382 -4.425 1.127  0.23
H13 1.285 -0.417 -3.456  0.23
H14 -1.713 -2.602 0.604  0.25
H15 3.145 -1.658 -4.541  0.23
H16 -3.236 -2.340 -3.432  0.23
H17 2.294 0.104 -1.498  0.23
H18 -3.348 2.258 -5.684  0.22
H19 1.127 2.720 1.868  0.26
H20 -0.839 -1.154 -4.839  0.23

Results
- Frontier orbital gap (spin up / spin down): 0.2152 / 0.1640 Eh
- Spin multiplicity: 6
- Total charge: 0
- E_tot: -2025.13085 a.u.
- Molecular weight: 529.95 u

=====

[3]
ORCA calculation (wB97M-V/def2-TZVPD) on 2 unconnected molecules or ions with the total composition C8H19NO in a non-equilibrium geometry.

Each line ends with the natural charge from an NBO analysis.
Element x y z (Å)
O1 1.698 -2.386 0.508  -0.56
N1 -0.291 -0.970 0.218  -0.51
C1 -1.142 -2.122 -0.095  -0.22
C2 1.932 -0.081 0.175  -0.74
C3 1.120 -1.339 0.335  0.72
C4 -0.776 3.223 0.181  -0.44
C5 0.502 3.802 -0.341  -0.61
C6 -0.940 2.036 -0.737  -0.62
C7 -1.025 -2.808 -1.440  -0.64
C8 -0.723 -0.260 1.419  -0.45
H1 -1.889 -3.381 -1.827  0.23
H2 0.568 3.953 -1.419  0.22
H3 -0.069 -3.477 -1.665  0.22
H4 0.626 4.825 0.128  0.20
H5 -0.123 1.334 -0.668  0.21
H6 -1.148 -2.753 0.793  0.19
H7 -0.282 -0.227 2.395  0.22
H8 1.736 0.427 1.127  0.24
H9 -1.099 -2.127 -2.225  0.22
H10 1.332 3.260 0.035  0.21
H11 -1.918 1.547 -0.851  0.21
H12 1.665 0.272 -0.829  0.24
H13 -1.758 3.747 -0.006  0.20
H14 -1.641 -0.918 1.752  0.20
H15 2.999 -0.268 0.097  0.23
H16 -1.029 2.460 -1.774  0.20
H17 -1.065 0.783 1.255  0.21
H18 -2.227 -1.723 -0.102  0.20
H19 -1.120 2.853 1.188  0.22

Results
- SMILES: CCN(C)C(C)=O.CCC
- Frontier orbital gap: 0.3784 Eh
- Total charge: 0
- E_tot: -446.08754 a.u.
- Molecular weight: 145.25 u

=====

[4]
ORCA calculation (wB97M-V/def2-TZVPD) on a single C5H14N2O molecule in a non-equilibrium geometry.

Each line ends with the natural charge from an NBO analysis.
Element x y z (Å)
O1 2.334 -1.102 -0.258  -0.75
N1 -0.480 -1.262 -0.958  -0.85
N2 -3.113 -0.302 0.396  -0.83
C1 -1.938 0.496 0.154  -0.21
C2 0.573 0.587 0.387  -0.23
C3 1.949 -0.277 0.833  -0.06
C4 0.926 1.421 -0.833  -0.64
C5 -0.531 -0.418 0.193  -0.06
H1 1.744 -0.890 1.722  0.16
H2 -0.249 -0.739 -1.797  0.35
H3 3.177 -1.521 -0.059  0.47
H4 0.345 1.217 1.250  0.20
H5 -3.104 -1.109 -0.220  0.36
H6 -0.616 -1.052 1.084  0.18
H7 -2.016 0.907 -0.855  0.18
H8 0.230 -1.978 -0.862  0.38
H9 -3.116 -0.648 1.350  0.34
H10 0.046 1.785 -1.360  0.21
H11 1.494 0.829 -1.548  0.22
H12 1.532 2.277 -0.541  0.21
H13 -1.927 1.333 0.853  0.18
H14 2.740 0.447 1.070  0.16

Results
- SMILES: C[C@H](CO)[C@H](N)CN
- Frontier orbital gap: 0.3307 Eh
- Total charge: 0
- E_tot: -383.62943 a.u.
- Molecular weight: 118.18 u

=====

[5]
ORCA calculation (wB97M-V/def2-TZVPD) on 2 unconnected molecules or ions with the total composition C7H17NO in a non-equilibrium geometry.

Each line ends with the natural charge from an NBO analysis.
Element x y z (Å)
O1 -0.753 2.436 -1.123  -0.62
N1 -1.272 0.984 0.589  -0.47
C1 -1.098 1.338 -0.706  0.70
C2 -1.316 2.163 1.442  -0.41
C3 2.157 -0.559 -1.307  -0.63
C4 3.061 -1.827 -1.307  -0.61
C5 -0.770 -0.830 2.533  -0.64
C6 -0.974 -0.370 1.030  -0.20
C7 -1.439 0.357 -1.878  -0.71
H1 -1.766 -0.995 0.619  0.19
H2 -1.483 -0.375 3.264  0.21
H3 -1.209 -1.801 2.414  0.24
H4 1.145 -0.900 -1.097  0.20
H5 2.397 -2.674 -1.168  0.20
H6 -2.522 0.243 -1.965  0.22
H7 -1.522 1.819 2.465  0.20
H8 0.003 -0.664 0.613  0.20
H9 2.050 -0.044 -2.281  0.21
H10 -2.282 2.702 1.316  0.21
H11 2.558 0.277 -0.731  0.21
H12 -1.005 -0.631 -1.746  0.21
H13 3.718 -1.806 -0.445  0.21
H14 -1.011 0.843 -2.756  0.24
H15 0.171 -0.489 2.928  0.23
H16 -0.427 2.762 1.549  0.21
H17 3.587 -1.958 -2.250  0.21

Results
- SMILES: CCN(C)C(C)=O.CC
- Frontier orbital gap: 0.3658 Eh
- Total charge: 0
- E_tot: -406.84675 a.u.
- Molecular weight: 131.22 u

=====

[6]
ORCA calculation (wB97M-V/def2-TZVPD) on a molecular structure, C40H48F6LaN10O3S4Sb in a non-equilibrium geometry.

Each line ends with the Mulliken charge.
Element x y z (Å)
La1 0.372 0.467 -0.130  2.28
Sb1 -0.523 -0.223 -3.427  1.65
S1 -3.472 0.227 0.722  0.20
S2 1.046 -4.732 -1.401  0.20
S3 -1.983 2.644 -1.013  0.54
S4 -1.675 2.600 2.296  0.34
F1 -0.208 1.103 -4.761  -0.50
F2 -1.708 -1.704 -3.414  -0.56
F3 0.304 -1.307 -4.781  -0.49
F4 0.240 1.400 -2.315  -0.68
F5 -2.149 0.762 -3.232  -0.56
F6 -1.195 -0.574 -1.286  -0.36
O1 1.651 -1.740 6.889  -0.23
O2 1.133 2.642 0.015  -0.08
O3 1.076 -0.875 -2.358  -0.66
N1 -0.704 -1.305 1.605  1.52
N2 2.100 -3.344 8.326  -0.47
N3 -1.686 -3.293 1.917  -1.03
N4 1.782 0.827 2.241  0.71
N5 3.741 1.217 3.278  -0.96
N6 3.012 -2.303 8.524  -0.49
N7 3.818 -2.867 -0.350  0.22
N8 -1.779 -2.541 3.034  1.28
N9 2.186 -1.497 0.158  1.89
N10 2.761 1.961 3.826  0.93
C1 4.714 -0.765 -2.321  -0.75
C2 1.611 1.730 3.202  -0.77
C3 2.637 0.242 -3.868  -1.14
C4 -1.184 -1.366 2.835  -1.75
C5 -0.154 -4.234 -2.650  -0.74
C6 -1.647 -3.723 5.224  1.16
C7 -0.177 -4.920 7.270  -1.10
C8 4.492 0.251 8.151  -0.97
C9 3.472 2.460 -0.431  -0.99
C10 5.124 1.449 7.875  -0.74
C11 -2.008 -4.971 5.714  -0.88
C12 -1.273 -5.568 6.731  -0.74
C13 3.362 -0.111 7.419  -0.12
C14 2.713 -1.396 7.666  0.75
C15 4.654 2.277 6.862  -0.86
C16 3.392 -1.026 -1.960  0.51
C17 1.330 -2.970 7.369  0.74
C18 3.119 0.558 2.336  -1.10
C19 3.112 -1.787 -0.741  -0.80
C20 -2.512 -3.047 4.188  -1.47
C21 2.144 3.200 -0.723  0.99
C22 -1.043 -2.518 1.081  -0.95
C23 0.331 -6.335 -0.991  -1.00
C24 -3.764 2.330 -1.119  -1.25
C25 -4.200 1.346 1.943  -1.04
C26 -2.330 4.049 1.415  -1.19
C27 2.344 -0.534 -2.752  0.98
C28 2.311 -2.441 1.158  -0.79
C29 2.876 0.730 6.430  -0.12
C30 -4.146 0.885 -0.816  -0.97
C31 3.528 1.919 6.138  0.81
C32 0.192 -3.671 6.777  -0.13
C33 3.020 2.778 5.007  -0.90
C34 -3.190 1.868 2.963  -0.93
C35 5.005 -0.015 -3.444  -0.99
C36 3.320 -3.296 0.855  -1.39
C37 3.959 0.492 -4.203  -0.94
C38 2.237 4.701 -0.552  -1.65
C39 -1.862 4.151 -0.036  -0.39
C40 -0.538 -3.080 5.753  0.07
H1 3.698 -4.167 1.357  0.46
H2 1.671 -2.439 2.022  0.57
H3 -5.232 0.795 -0.806  0.60
H4 -3.752 0.227 -1.591  0.22
H5 -1.126 -0.595 3.585  0.65
H6 -2.033 4.947 1.956  0.67
H7 -3.417 3.987 1.464  0.38
H8 -1.563 -6.539 7.105  0.42
H9 3.380 1.375 -0.523  -0.03
H10 4.168 1.091 -5.080  0.49
H11 -0.172 -4.953 -3.468  0.52
H12 -4.053 2.564 -2.143  0.67
H13 0.152 -3.268 -3.051  -0.15
H14 -0.239 -2.106 5.385  0.59
H15 -4.673 2.180 1.426  0.39
H16 1.348 5.190 -0.947  0.42
H17 2.339 4.958 0.503  0.34
H18 -0.620 -6.223 -0.472  0.26
H19 -3.060 -2.209 4.624  0.26
H20 1.855 0.638 -4.497  0.72
H21 -2.867 -5.482 5.299  0.43
H22 2.002 0.433 5.863  0.65
H23 5.517 -1.136 -1.695  0.50
H24 0.689 2.221 3.465  0.33
H25 -1.154 -4.135 -2.230  0.30
H26 0.186 -6.923 -1.896  0.34
H27 -0.807 -2.822 0.074  0.64
H28 3.739 3.553 4.745  0.48
H29 -2.850 1.060 3.612  0.16
H30 4.532 -3.318 -0.898  0.26
H31 6.032 0.174 -3.724  0.43
H32 -3.240 -3.745 3.783  0.46
H33 2.072 3.257 5.258  0.20
H34 -3.668 2.606 3.609  0.61
H35 3.818 2.706 0.572  0.33
H36 6.004 1.733 8.436  0.41
H37 -4.279 3.026 -0.457  0.60
H38 1.025 -6.866 -0.341  0.35
H39 0.397 -5.365 8.071  0.55
H40 4.863 -0.413 8.919  0.54
H41 1.902 2.949 -1.781  -0.11
H42 -4.991 0.826 2.486  0.58
H43 4.207 2.787 -1.165  0.52
H44 3.624 -0.149 1.703  0.68
H45 5.176 3.197 6.632  0.41
H46 -2.400 4.957 -0.538  0.63
H47 -0.799 4.395 -0.062  -0.35
H48 3.102 5.096 -1.085  0.43

Results
- Frontier orbital gap (spin up / spin down): 0.2916 / 0.1438 Eh
- Spin multiplicity: 2
- Total charge: +1
- E_tot: -4790.18029 a.u.
- Molecular weight: 1219.81 u